The following is a DFT calculation (ωB97M-V with the def2-TZVPD basis set) of C35H28AlClN7OP as an isolated structure.

Output
* LUMO energy: -6.32 eV
* highest occupied orbital energy: -13.33 eV
* ΔE to the lowest compared entry with this formula, charge and spin: 3.4359 eV
* total energy: -2852.60574 a.u.
* M: 656.07 g/mol
* orbital gap: 7.01 eV
* F_max: 0.588 eV/A
* net charge: +2

```
74
C35H28AlClN7OP, DFT ωB97M-V with the def2-TZVPD basis set
Al -0.007 -0.600 0.475
Cl 4.953 -5.192 2.892
C 3.667 -4.084 2.580
C 2.582 -4.011 3.462
C 1.527 -3.157 3.222
C 1.520 -2.356 2.080
O 0.461 -1.582 1.837
C 2.638 -2.388 1.222
C 2.792 -1.440 0.167
N 1.874 -0.602 -0.192
C 2.127 0.458 -1.100
C 3.173 0.614 -1.962
C 3.285 1.794 -2.735
C 2.368 2.801 -2.630
C 1.267 2.660 -1.750
C 0.274 3.644 -1.555
C -0.754 3.421 -0.676
C -0.818 2.198 -0.002
N 0.095 1.250 -0.162
C 1.152 1.477 -1.010
C 3.708 -3.264 1.486
H 2.585 -4.635 4.347
H 0.690 -3.102 3.904
H 3.768 -1.396 -0.314
H 3.928 -0.155 -2.065
H 4.124 1.897 -3.408
H 2.472 3.708 -3.211
H 0.336 4.577 -2.101
H -1.519 4.163 -0.502
H -1.634 1.981 0.674
H 4.564 -3.287 0.822
C -4.239 -4.165 0.387
C -4.197 -2.668 0.299
C -2.940 -2.192 -0.451
C -2.016 -3.114 -1.171
C -2.195 -4.424 -1.030
C -3.359 -4.932 -0.262
P -0.609 -2.054 -1.634
C -1.252 -1.202 -3.094
C -1.406 0.180 -3.127
C -1.921 0.799 -4.260
C -2.277 0.035 -5.361
C -2.130 -1.348 -5.331
C -1.622 -1.968 -4.202
C 0.812 -3.038 -2.140
C 1.220 -4.102 -1.332
C 2.361 -4.822 -1.652
C 3.107 -4.472 -2.771
C 2.715 -3.403 -3.566
C 1.568 -2.684 -3.255
H -5.046 -4.616 0.951
H -5.154 -2.247 -0.010
H -3.113 -1.258 -0.991
H -1.490 -5.145 -1.426
H -3.469 -6.007 -0.200
H -1.134 0.782 -2.271
H -2.045 1.873 -4.282
H -2.673 0.515 -6.246
H -2.416 -1.943 -6.188
H -1.515 -3.046 -4.182
H 0.656 -4.367 -0.444
H 2.664 -5.655 -1.033
H 3.992 -5.039 -3.027
H 3.295 -3.136 -4.440
H 1.264 -1.856 -3.885
N -4.997 -0.219 2.474
N -3.918 -0.639 1.715
N -3.665 -2.046 1.606
C -2.343 -1.936 0.930
N -1.891 -0.570 1.105
N -2.906 0.113 1.528
H -5.854 -0.459 1.989
H -4.912 0.776 2.640
H -1.617 -2.671 1.275
```

Atomic partial charges in e from the Mulliken method, atoms 1 to 2: Al -0.18; Cl -0.18